The following is a quantum chemistry calculation of a structure of composition C56H57AsMnN3P3S2, from the OMol25 dataset.

Summary:
- Multiplicity: 2
- Energy above the lowest of the compared OMol25 structures with the same formula, charge and spin: 32.81 kcal per mole
- Largest force on an atom: 1.46 eV Å⁻¹
- Net charge: 0
- Highest occupied orbital energy (alpha / beta): -7.729 / -7.664 eV
- Gap between HOMO and LUMO (alpha / beta): 7.1 / 7.2 eV
- Molecular weight: 1059.01 g mol⁻¹

Cartesian coordinates (Å):
Mn  -1.12141  0.37323  -0.45992
C  -3.48017  -1.04061  1.60707
P  -1.71887  -1.38330  1.25139
C  -0.97262  -1.13684  2.93956
N  -1.90943  -0.73581  3.76763
C  -1.60426  -0.39112  5.03697
C  -2.61371  0.04163  5.92152
C  -2.28560  0.36405  7.20892
C  -0.94903  0.28682  7.65196
C  0.04712  -0.11743  6.80704
C  -0.27073  -0.47142  5.48031
N  0.69708  -0.88408  4.63135
C  0.40879  -1.20630  3.39294
P  1.84103  -1.84447  2.41498
C  1.75330  -0.60247  1.06314
C  3.39549  -1.27242  3.31724
C  3.47285  0.23482  3.55104
C  3.49530  -2.04573  4.63738
C  4.53940  -1.72537  2.39989
C  -1.83285  -3.26908  1.04887
C  -2.35218  -3.95218  2.31403
C  -2.79713  -3.50125  -0.12450
C  -0.47048  -3.86897  0.71027
H  -3.88910  -1.74691  2.32193
H  -4.02590  -1.06513  0.66369
H  -3.54829  -0.04793  2.03147
H  -3.62724  0.11671  5.54870
H  -3.05465  0.68429  7.89950
H  -0.72082  0.55114  8.67597
H  1.07830  -0.17528  7.12912
H  2.73094  -0.45925  0.61092
H  1.36381  0.35619  1.40649
H  1.10716  -1.01953  0.28614
H  2.63864  0.58399  4.15725
H  3.47467  0.78774  2.60962
H  4.40093  0.47249  4.07867
H  2.74289  -1.70005  5.33828
H  4.48476  -1.90917  5.08180
H  3.34480  -3.11457  4.46270
H  4.51386  -1.22020  1.43288
H  4.48540  -2.80149  2.22171
H  5.49914  -1.49887  2.86891
H  -3.36612  -3.65355  2.57353
H  -1.70171  -3.74663  3.16593
H  -2.35817  -5.03228  2.14980
H  -3.83918  -3.40942  0.18361
H  -2.65271  -4.49977  -0.54182
H  -2.61496  -2.78369  -0.92636
H  0.17801  -3.86832  1.58018
H  0.02381  -3.32126  -0.09075
H  -0.59818  -4.90508  0.38605
S  -0.08703  4.55761  -2.64131
P  1.27913  3.27761  -2.07674
S  0.70303  1.40642  -1.50538
C  2.25891  3.94359  -0.68036
C  3.23695  3.15777  -0.07623
C  3.93243  3.64008  1.02028
C  3.65560  4.90725  1.51856
C  2.69533  5.69906  0.90611
C  1.99215  5.21566  -0.19011
C  2.53516  2.96725  -3.36459
C  3.41204  4.00756  -3.66350
C  4.36632  3.84308  -4.65356
C  4.44076  2.64760  -5.35599
C  3.55765  1.61852  -5.06742
C  2.60260  1.77581  -4.07288
H  3.44807  2.16969  -0.46955
H  4.69143  3.03017  1.49423
H  4.18417  5.27044  2.39060
H  2.48821  6.69141  1.28559
H  1.23076  5.81528  -0.67285
H  3.33931  4.93932  -3.11473
H  5.05041  4.65150  -4.87824
H  5.19180  2.51963  -6.12527
H  3.60819  0.68682  -5.61732
H  1.91929  0.96990  -3.84453
C  -0.07687  1.27569  -6.52689
C  0.26717  -0.04413  -6.28238
C  -0.18854  -0.68104  -5.13849
C  -0.98476  0.00838  -4.22901
C  -1.32071  1.33355  -4.47233
C  -0.87662  1.96123  -5.62575
As  -1.62441  -0.81613  -2.57943
C  -3.30110  -1.47631  -3.30620
C  -4.47179  -0.75304  -3.46100
C  -5.57893  -1.36368  -4.03373
C  -5.50153  -2.68540  -4.45121
C  -4.32883  -3.40961  -4.29696
C  -3.21485  -2.81224  -3.71900
C  -1.90531  -3.44652  -3.48102
C  -1.56410  -4.76401  -3.76451
C  -0.29147  -5.23057  -3.46945
C  0.65928  -4.38771  -2.90968
C  0.33174  -3.06669  -2.63366
C  -0.94488  -2.60448  -2.90682
H  0.28720  1.77287  -7.41677
H  0.88827  -0.58520  -6.98542
H  0.08883  -1.70977  -4.94930
H  -1.90921  1.88352  -3.74632
H  -1.14323  2.99142  -5.80802
H  -4.51317  0.28039  -3.13660
H  -6.49905  -0.80869  -4.16103
H  -6.36401  -3.15778  -4.90313
H  -4.28470  -4.43666  -4.63729
H  -2.29389  -5.42498  -4.21514
H  -0.04111  -6.26247  -3.67921
H  1.65054  -4.75876  -2.68386
H  1.07017  -2.39233  -2.21059
C  -2.59181  1.88446  -0.06023
C  -1.87713  2.38819  1.10030
C  -2.33132  2.17559  2.42193
C  -1.61849  2.59740  3.52047
C  -0.40979  3.27913  3.35454
C  0.01291  3.59184  2.05843
C  -0.71360  3.17597  0.96552
C  0.35659  3.69896  4.47886
N  0.98489  4.03816  5.38214
H  -2.49394  2.50772  -0.95083
H  -3.62546  1.60316  0.13204
H  -3.29231  1.70375  2.57514
H  -1.99853  2.41989  4.51871
H  0.90907  4.18391  1.92549
H  -0.40589  3.48811  -0.02212



The following is a quantum chemistry calculation of a structure of composition C56H59BrN3O4PV, from the OMol25 dataset.

Summary:
- Multiplicity: 4
- Energy above the lowest of the compared OMol25 structures with the same formula, charge and spin: 65.47 kcal per mole
- Largest force on an atom: 3.35 eV Å⁻¹
- Net charge: 0
- Highest occupied orbital energy (alpha / beta): -3.777 / -6.584 eV
- Gap between HOMO and LUMO (alpha / beta): 3.5 / 6.1 eV
- Molecular weight: 999.93 g mol⁻¹

Cartesian coordinates (Å):
V  0.84888  0.89363  0.00413
O  2.11563  0.88431  1.16793
C  2.64134  1.81276  2.09259
C  1.51540  2.13287  3.08404
C  0.08618  2.35626  2.55298
C  -0.74018  3.10562  3.39291
C  -2.03879  3.33809  3.06102
C  -2.50593  2.84692  1.87717
C  -1.67174  2.10908  1.04731
C  -2.26806  1.58120  -0.25831
C  -1.45421  1.99307  -1.50843
O  -0.15012  1.51052  -1.20589
C  -1.95455  1.34560  -2.79347
C  -1.07954  1.28104  -3.87655
C  -1.48710  0.71005  -5.07105
C  -2.78446  0.21531  -5.20343
C  -3.65441  0.27261  -4.12875
C  -3.23703  0.83008  -2.92133
C  -1.45780  3.52527  -1.67310
C  -0.51671  4.31388  -1.00876
C  -0.54406  5.70000  -1.12077
C  -1.50668  6.31798  -1.90785
C  -2.43848  5.53957  -2.58546
C  -2.41892  4.15333  -2.46412
N  -0.38789  1.84255  1.40523
C  3.85135  1.23136  2.81695
C  4.42732  1.91515  3.88627
C  5.52546  1.38299  4.55241
C  6.06754  0.16412  4.14701
C  5.51472  -0.50486  3.05848
C  4.41093  0.03010  2.39508
C  3.12048  3.08460  1.33366
C  2.39740  4.27623  1.32591
C  2.86655  5.39316  0.63257
C  4.05958  5.32863  -0.06958
C  4.78365  4.14043  -0.07810
C  4.32330  3.03818  0.62552
H  1.46951  1.31780  3.80776
H  1.79317  3.02156  3.64017
H  -0.33049  3.49781  4.31608
H  -2.68879  3.90306  3.72453
H  -3.53028  3.01973  1.57352
H  -2.24700  0.48802  -0.23901
H  -3.29128  1.93277  -0.33510
H  -0.07181  1.67002  -3.77649
H  -0.79217  0.64794  -5.90097
H  -3.10731  -0.22455  -6.13948
H  -4.65852  -0.12788  -4.21785
H  -3.93492  0.85670  -2.08435
H  0.25181  3.84521  -0.41408
H  0.19135  6.29858  -0.59199
H  -1.52676  7.39660  -1.99991
H  -3.18261  6.01122  -3.21804
H  -3.15321  3.55518  -2.99598
H  4.02945  2.88087  4.19563
H  5.96505  1.92464  5.38689
H  6.92447  -0.25227  4.66899
H  5.94357  -1.44575  2.72109
H  3.97876  -0.48711  1.54809
H  1.45984  4.36019  1.86676
H  2.29275  6.31307  0.64547
H  4.43010  6.20095  -0.59869
H  5.72034  4.07770  -0.62349
H  4.90815  2.12851  0.63512
C  3.49840  0.69272  -1.90073
O  2.37673  -0.16506  -1.65239
C  1.99836  -1.02758  -2.69993
C  2.88414  -1.35526  -3.76820
C  2.37781  -2.18231  -4.77779
Br  3.51625  -2.59043  -6.24670
C  1.10746  -2.69739  -4.75619
C  0.24196  -2.40343  -3.62643
C  0.75594  -1.52981  -2.60765
O  0.00254  -1.22370  -1.49692
C  -1.02564  -2.93870  -3.46278
N  -1.90130  -2.57248  -2.47780
C  -3.00850  -3.37947  -2.60271
C  -4.17428  -3.44112  -1.83563
C  -5.14280  -4.40561  -2.15831
C  -4.96529  -5.28285  -3.22493
C  -3.79539  -5.22837  -4.01329
C  -2.84529  -4.27623  -3.68396
N  -1.58815  -3.97214  -4.22864
H  3.43694  1.12902  -2.89193
H  4.43612  0.15081  -1.81053
H  3.46817  1.47676  -1.16024
H  3.90347  -0.99837  -3.80996
H  0.76066  -3.31226  -5.58147
H  -0.90770  -1.62864  -1.64759
H  -4.31979  -2.75773  -0.99707
H  -6.05126  -4.47372  -1.56132
H  -5.73676  -6.01604  -3.45366
H  -3.64422  -5.91403  -4.84310
H  -1.13076  -4.46445  -4.96812
C  -1.89677  -4.57126  2.28277
C  -1.06318  -3.77368  1.27131
C  -1.85102  -3.59841  -0.03720
P  -0.38183  -2.12668  1.79402
C  1.13243  -2.68060  2.73039
C  1.10918  -3.98315  3.53167
C  1.64474  -1.52465  3.59600
C  -1.51558  -1.42141  3.09208
C  -2.87995  -1.12675  2.44811
C  -1.71463  -2.10140  4.44885
H  -2.06553  -5.57875  1.88487
H  -2.87968  -4.11214  2.43113
H  -1.41300  -4.67874  3.25470
H  -0.16452  -4.34619  1.03068
H  -2.62746  -2.82337  0.05146
H  -2.34429  -4.53298  -0.32931
H  -1.19138  -3.29906  -0.85349
H  1.84416  -2.81892  1.91283
H  0.41333  -3.94344  4.37498
H  2.10955  -4.16168  3.94542
H  0.84772  -4.84644  2.91564
H  1.01192  -1.37730  4.48026
H  1.64670  -0.60481  3.01712
H  2.66775  -1.70669  3.93640
H  -1.03665  -0.45396  3.27848
H  -3.47165  -2.03724  2.34142
H  -2.76954  -0.68275  1.45342
H  -3.45072  -0.42430  3.06761
H  -2.35633  -2.97822  4.37008
H  -2.20661  -1.39736  5.13278
H  -0.77717  -2.40198  4.91257